1.
{"formula": "C35H30Br2HgN7O3S4", "method": "ωB97M-V/def2-TZVPD", "species": ["Hg", "O", "C", "C", "C", "C", "C", "C", "C", "O", "N", "N", "C", "C", "C", "C", "C", "C", "N", "H", "H", "H", "H", "H", "H", "H", "H", "H", "H", "Br", "C", "C", "C", "N", "C", "C", "C", "C", "C", "Br", "C", "C", "N", "H", "H", "H", "H", "H", "H", "S", "C", "S", "S", "C", "C", "C", "N", "C", "S", "N", "C", "O", "C", "C", "C", "C", "C", "C", "H", "H", "H", "H", "H", "H", "H", "H", "H", "H", "H", "H", "H", "H"], "coordinates": [[0.25291, -0.69320, 0.26037], [-4.36684, 1.38211, -0.75937], [-3.85830, 2.50772, -1.35332], [-4.74256, 3.39349, -1.96925], [-4.29207, 4.54272, -2.59222], [-2.93000, 4.81002, -2.61277], [-2.05703, 3.92274, -2.00687], [-2.48026, 2.75880, -1.36023], [-1.46032, 1.86931, -0.68747], [-1.85246, 0.96452, 0.12025], [-0.21993, 2.15690, -0.99951], [0.71925, 1.36106, -0.36398], [1.97558, 1.72497, -0.64803], [3.11799, 1.13523, -0.07628], [4.42857, 1.52106, -0.48279], [5.52075, 0.92946, 0.08983], [5.33822, -0.06865, 1.06670], [4.03085, -0.38709, 1.40911], [2.95359, 0.19198, 0.90248], [-5.32668, 1.45373, -0.77483], [-5.80511, 3.16421, -1.94791], [-5.00154, 5.22028, -3.05370], [-2.54830, 5.70180, -3.09583], [-0.99044, 4.10433, -2.01232], [2.09708, 2.53247, -1.36620], [4.53985, 2.27033, -1.26013], [6.52026, 1.21777, -0.22078], [6.17126, -0.59021, 1.51848], [3.83611, -1.16455, 2.14503], [-3.62029, -2.12478, -5.92027], [-2.74561, -1.67177, -4.29522], [-1.47031, -1.15153, -4.32387], [-0.88024, -0.86765, -3.09910], [-1.49500, -1.04719, -1.93814], [-2.72922, -1.52902, -1.92690], [-3.40064, -1.87703, -3.09733], [-3.38401, -1.65965, -0.58909], [-4.76880, -1.76428, -0.46856], [-5.29340, -1.79162, 0.80618], [-7.18026, -1.89531, 1.03067], [-4.47345, -1.71584, 1.91250], [-3.10816, -1.62521, 1.67472], [-2.58374, -1.60516, 0.45942], [-0.94129, -0.98517, -5.25093], [0.13455, -0.49178, -3.03805], [-4.39024, -2.30867, -3.08769], [-5.42411, -1.77522, -1.32659], [-4.86819, -1.71389, 2.91886], [-2.40528, -1.53686, 2.49764], [2.13395, -5.02823, -0.30866], [1.59719, -3.43404, -0.30967], [0.62626, -2.92387, 1.08083], [1.88358, -2.29129, -1.54732], [2.65642, 4.61278, 1.33381], [2.43316, 4.14582, 2.76937], [1.72611, 2.80440, 2.87542], [0.33986, 2.94441, 2.45793], [-0.62215, 2.08260, 2.78504], [-0.38696, 0.68434, 3.63186], [-1.90487, 2.45024, 2.33984], [-2.46433, 3.69235, 2.33599], [-3.43880, 3.96317, 1.65786], [-1.91059, 4.72468, 3.28736], [-1.85869, 6.04300, 2.85884], [-1.37273, 7.03003, 3.70641], [-0.96740, 6.70285, 4.99222], [-1.04588, 5.38667, 5.43039], [-1.50859, 4.39671, 4.57693], [3.20549, 5.55761, 1.31261], [1.71531, 4.77251, 0.79887], [3.22059, 3.86585, 0.76980], [1.85250, 4.89065, 3.32755], [3.39653, 4.05681, 3.27818], [1.71537, 2.45505, 3.90799], [2.21264, 2.02622, 2.27802], [0.16115, 3.52583, 1.65088], [-2.28750, 1.77167, 1.65213], [-2.19946, 6.27736, 1.85808], [-1.31247, 8.05522, 3.36164], [-0.58922, 7.47249, 5.65460], [-0.73235, 5.12715, 6.43389], [-1.54474, 3.36337, 4.90383]], "atomic_forces_ev_per_a": [[0.3, 0.2, 0.1], [0.1, 0.1, 0.0], [-0.1, -0.1, 0.1], [0.0, 0.0, 0.0], [0.0, 0.0, 0.0], [0.0, 0.0, 0.0], [0.0, 0.0, 0.0], [0.0, 0.0, 0.0], [-0.2, 0.0, 0.1], [0.0, 0.2, 0.0], [0.1, -0.1, 0.1], [-0.2, 0.2, -0.2], [-0.1, -0.1, 0.0], [0.0, -0.1, 0.1], [0.0, 0.0, 0.0], [0.0, 0.0, 0.0], [0.0, 0.0, -0.1], [0.0, 0.0, 0.0], [0.0, 0.0, -0.1], [0.0, 0.0, 0.0], [0.0, 0.0, 0.0], [0.0, 0.0, 0.0], [0.0, 0.0, 0.0], [0.0, 0.0, 0.0], [0.0, 0.0, 0.0], [0.0, 0.0, 0.0], [0.0, 0.0, 0.0], [0.0, 0.0, 0.0], [0.0, 0.0, 0.0], [0.0, 0.0, 0.0], [0.0, 0.0, 0.1], [0.1, 0.0, -0.1], [0.0, 0.0, 0.1], [0.2, -0.1, -0.1], [-0.1, 0.0, 0.0], [0.0, 0.0, -0.1], [0.0, 0.1, -0.2], [-0.1, 0.0, 0.1], [0.0, 0.0, -0.1], [0.0, 0.0, 0.0], [0.0, 0.0, 0.1], [0.1, 0.0, -0.1], [0.0, -0.2, 0.2], [0.0, 0.0, 0.0], [0.0, 0.0, 0.0], [0.0, 0.0, 0.0], [0.0, 0.0, 0.0], [0.0, 0.0, 0.0], [0.0, 0.0, 0.0], [0.0, 0.1, 0.0], [-0.2, 0.0, 0.0], [0.0, 0.0, -0.1], [0.0, -0.2, 0.0], [0.0, 0.0, 0.0], [0.0, 0.1, 0.0], [-0.1, -0.1, 0.0], [0.1, -0.1, 0.0], [0.0, 0.2, 0.1], [0.0, -0.1, 0.2], [-0.1, -0.1, -0.2], [0.0, 0.0, 0.2], [-0.1, 0.0, -0.1], [0.0, -0.1, -0.1], [0.0, 0.1, 0.0], [0.0, 0.0, -0.1], [0.0, 0.0, 0.1], [0.0, 0.0, 0.0], [0.0, 0.0, 0.0], [0.0, 0.0, 0.0], [0.0, 0.0, 0.0], [0.0, 0.0, 0.0], [0.0, 0.0, 0.0], [0.0, 0.0, 0.0], [0.0, 0.0, 0.0], [0.0, 0.0, 0.0], [-0.1, 0.0, 0.0], [0.0, 0.1, 0.0], [0.0, 0.0, 0.0], [0.0, 0.0, 0.0], [0.0, 0.0, 0.0], [0.0, 0.0, 0.0], [0.0, 0.0, 0.0]], "mulliken_spin": [0.02, 0.00, 0.03, -0.01, 0.02, -0.01, 0.02, -0.02, 0.07, 0.04, -0.05, 0.22, 0.21, 0.04, 0.09, -0.03, 0.19, -0.07, 0.15, 0.00, 0.00, 0.00, 0.00, 0.00, 0.04, 0.01, 0.00, 0.02, 0.00, 0.00, 0.00, 0.00, -0.01, 0.00, 0.00, 0.00, 0.00, 0.00, 0.00, 0.00, 0.00, 0.00, 0.00, 0.00, 0.01, 0.00, 0.00, 0.00, 0.00, 0.00, 0.00, 0.00, 0.01, 0.00, -0.01, 0.02, 0.01, 0.00, 0.00, 0.00, 0.00, 0.00, 0.00, 0.00, 0.00, 0.00, 0.00, 0.00, 0.00, 0.00, 0.01, 0.00, 0.00, 0.00, -0.02, 0.00, 0.00, 0.00, 0.00, 0.00, 0.00, 0.00], "homo_ev": [-0.10, -1.24], "spin_multiplicity": 2, "e_lumo_ha": [0.1291, 0.1291], "total_charge": -2, "total_energy_ha": -8855.05863, "s2": 0.774, "largest_force_ev_per_a": 0.395, "homo_lumo_gap_ev": [3.62, 4.75]}

***

2.
{"formula": "C35H30BrFeN5OP", "method": "ωB97M-V/def2-TZVPD", "species": ["Fe", "Br", "C", "C", "C", "C", "O", "C", "C", "N", "C", "C", "C", "C", "C", "C", "C", "C", "N", "C", "C", "H", "H", "H", "H", "H", "H", "H", "H", "H", "H", "C", "C", "C", "C", "C", "C", "N", "N", "C", "C", "C", "C", "C", "N", "H", "H", "H", "H", "H", "H", "H", "H", "H", "C", "P", "C", "C", "C", "C", "C", "C", "C", "H", "H", "H", "H", "H", "H", "H", "H", "H", "H", "H"], "coordinates": [[-0.27606, -0.15975, -0.03246], [0.26528, -6.96256, -3.14516], [-0.12255, -5.18733, -2.61420], [-1.44129, -4.72568, -2.64776], [-1.73881, -3.44506, -2.22622], [-0.73345, -2.59719, -1.73138], [-0.96168, -1.40411, -1.24803], [0.59025, -3.06613, -1.74153], [1.62872, -2.16576, -1.30184], [1.35869, -1.03009, -0.77525], [2.38035, -0.12981, -0.44417], [3.54964, -0.45385, 0.19734], [4.55496, 0.50969, 0.40430], [4.39385, 1.78656, -0.05166], [3.19120, 2.16328, -0.69131], [2.97218, 3.46727, -1.18673], [1.79964, 3.75371, -1.82155], [0.82964, 2.74313, -1.93507], [0.97050, 1.52514, -1.46331], [2.15493, 1.21390, -0.85883], [0.88694, -4.35981, -2.19031], [-2.22950, -5.37614, -3.00244], [-2.75920, -3.08304, -2.25431], [2.65882, -2.46614, -1.52016], [3.69975, -1.46347, 0.56086], [5.46577, 0.22752, 0.91529], [5.17921, 2.52361, 0.06349], [3.75049, 4.21345, -1.07134], [1.59605, 4.73540, -2.22844], [-0.10352, 2.96330, -2.44426], [1.91725, -4.70058, -2.19214], [0.38670, -5.22798, 3.04600], [-0.09174, -4.83187, 1.80460], [-0.14835, -3.49056, 1.47980], [0.28531, -2.52695, 2.38886], [0.77531, -2.93276, 3.64514], [0.81976, -4.27241, 3.96461], [0.17760, -1.18717, 1.98856], [0.46644, -0.36060, 2.86427], [0.26588, 0.97524, 2.56378], [0.42829, 1.90429, 3.59011], [0.12757, 3.22874, 3.35904], [-0.32446, 3.60331, 2.10088], [-0.44342, 2.63055, 1.13245], [-0.13706, 1.34734, 1.34015], [0.41874, -6.27928, 3.30603], [-0.42337, -5.57490, 1.09011], [-0.54343, -3.17598, 0.52335], [1.11443, -2.18026, 4.33984], [1.19403, -4.58105, 4.93215], [0.76763, 1.53973, 4.55121], [0.21544, 3.96238, 4.15031], [-0.57503, 4.63287, 1.88035], [-0.81570, 2.87666, 0.14647], [-3.78246, 0.14730, -1.15627], [-2.87731, -0.03110, 0.43552], [-3.37077, -1.71147, 0.96425], [-3.92417, 1.04883, 1.48053], [-3.91825, 2.41615, 1.19089], [-4.74242, 3.29460, 1.87612], [-5.57511, 2.81864, 2.88115], [-5.57186, 1.46761, 3.19224], [-4.75045, 0.58537, 2.49944], [-3.86930, 1.20549, -1.40075], [-4.78596, -0.27060, -1.06371], [-3.23516, -0.35338, -1.95097], [-4.45446, -1.82074, 0.95088], [-2.99071, -1.90931, 1.96844], [-2.93196, -2.43982, 0.28372], [-3.26663, 2.79650, 0.40858], [-4.74548, 4.34742, 1.61792], [-6.22027, 3.50038, 3.42080], [-6.22289, 1.09147, 3.97194], [-4.77028, -0.46396, 2.76911]], "atomic_forces_ev_per_a": [[-0.8, 0.0, -0.1], [0.0, 0.1, 0.0], [0.1, -0.1, 0.0], [0.0, 0.2, 0.1], [-0.2, 0.0, 0.0], [0.2, 0.5, 0.2], [-2.2, -1.2, -1.0], [0.4, -0.1, 0.1], [-0.2, -0.5, -0.5], [1.8, -0.1, 0.3], [0.7, 0.1, -0.2], [-0.1, -0.1, 0.1], [0.0, 0.2, 0.0], [0.1, 0.0, 0.1], [-0.1, -0.1, 0.1], [0.0, 0.0, 0.0], [0.1, 0.1, 0.0], [-0.2, -0.2, 0.0], [0.0, 0.1, 0.2], [0.4, 0.4, -0.3], [0.2, 0.0, 0.0], [0.0, 0.0, 0.0], [0.0, 0.0, 0.0], [0.0, 0.2, 0.1], [0.0, 0.0, -0.1], [0.0, 0.0, 0.0], [0.0, 0.0, 0.0], [-0.1, 0.0, 0.0], [0.0, 0.0, 0.0], [-0.1, -0.1, 0.1], [-0.1, 0.0, 0.0], [0.0, 0.1, 0.0], [0.0, -0.3, 0.1], [0.0, 0.4, -0.1], [0.2, -1.1, 0.2], [-0.1, 0.4, -0.3], [0.0, -0.1, -0.1], [-0.4, 0.6, -0.3], [0.4, -0.5, 1.0], [-0.2, 1.4, -0.3], [0.1, -0.6, 0.1], [-0.1, 0.2, -0.1], [0.1, 0.1, 0.2], [0.0, -0.1, -0.2], [0.3, 0.6, 0.7], [0.0, 0.1, 0.0], [0.0, 0.0, 0.0], [0.0, 0.0, 0.1], [0.0, 0.0, 0.1], [0.0, 0.0, 0.0], [0.0, 0.1, 0.0], [0.1, 0.0, 0.0], [0.0, -0.1, 0.0], [0.1, 0.0, 0.0], [0.0, 0.0, 0.2], [-0.4, -0.1, -0.3], [0.1, 0.1, 0.0], [0.2, 0.0, -0.1], [0.0, 0.0, 0.0], [0.0, 0.0, 0.0], [0.0, 0.0, 0.0], [0.0, 0.0, 0.0], [0.0, 0.0, 0.1], [0.0, 0.0, 0.0], [0.0, 0.0, 0.0], [0.0, -0.1, 0.0], [0.0, 0.0, 0.0], [0.0, 0.0, 0.0], [0.0, 0.0, 0.0], [-0.1, 0.0, 0.0], [0.0, 0.0, 0.0], [0.0, 0.0, 0.0], [0.0, 0.0, 0.0], [0.0, 0.1, -0.1]], "mulliken_spin": [3.83, 0.00, 0.01, -0.01, 0.02, 0.00, 0.05, 0.00, 0.01, 0.04, 0.00, 0.00, 0.00, 0.01, -0.01, 0.00, 0.00, 0.01, 0.02, -0.03, -0.01, 0.00, 0.00, 0.01, 0.00, 0.00, 0.00, 0.00, 0.00, 0.00, 0.00, 0.00, 0.00, 0.00, -0.01, 0.00, 0.00, -0.01, -0.03, 0.02, 0.00, 0.01, -0.01, 0.02, -0.01, 0.00, 0.00, 0.03, 0.00, 0.00, 0.00, 0.00, 0.00, 0.00, 0.01, 0.00, 0.00, 0.00, 0.01, 0.00, 0.00, 0.00, 0.01, 0.00, 0.00, 0.00, 0.00, 0.00, 0.00, 0.00, 0.00, 0.00, 0.00, 0.00], "homo_ev": [-10.19, -10.32], "spin_multiplicity": 5, "e_lumo_ha": [-0.1490, -0.1506], "total_charge": 1, "total_energy_ha": -5879.68430, "s2": 6.025, "largest_force_ev_per_a": 2.705, "homo_lumo_gap_ev": [6.13, 6.22]}

***

3.
{"formula": "C35H30GeHfN3O5Te4", "method": "ωB97M-V/def2-TZVPD", "species": ["Hf", "O", "C", "N", "C", "O", "C", "C", "C", "C", "C", "N", "C", "C", "C", "C", "C", "N", "H", "H", "H", "H", "H", "H", "H", "H", "Te", "Te", "Te", "Te", "C", "C", "O", "H", "H", "H", "O", "C", "O", "C", "C", "Ge", "C", "C", "C", "C", "C", "C", "C", "C", "C", "C", "C", "C", "C", "C", "C", "C", "C", "C", "H", "H", "H", "H", "H", "H", "H", "H", "H", "H", "H", "H", "H", "H", "H", "H", "H", "H", "H"], "coordinates": [[-2.58556, 0.44612, 0.01878], [-4.56875, 0.24132, 3.58069], [-4.42892, 0.27031, 2.37956], [-3.79893, -0.63170, 1.54798], [-2.97556, -1.59789, 2.09609], [-2.68442, -1.77312, 3.25788], [-2.39539, -2.50866, 1.02858], [-1.91108, -3.71820, 1.49965], [-1.37038, -4.55151, 0.53320], [-1.33371, -4.11880, -0.79069], [-1.83069, -2.87249, -1.13589], [-2.36873, -2.06227, -0.21646], [-5.05891, 1.40036, 1.59059], [-5.93406, 2.23628, 2.26448], [-6.51316, 3.24939, 1.52375], [-6.18177, 3.37979, 0.17654], [-5.25979, 2.52320, -0.38835], [-4.68926, 1.54202, 0.32259], [-1.96499, -3.94786, 2.55155], [-0.97098, -5.52471, 0.79178], [-0.90729, -4.74334, -1.56379], [-1.81198, -2.51206, -2.15933], [-6.12818, 2.05803, 3.31062], [-7.21722, 3.93722, 1.97513], [-6.62174, 4.15873, -0.43017], [-4.95255, 2.60559, -1.42225], [-2.54384, 0.43613, -2.86817], [-1.19175, -1.28470, -4.39716], [-6.25242, -1.57599, -4.10220], [-4.87328, -0.92381, -1.91417], [-2.21803, 3.67142, 0.98307], [-2.32009, 2.83653, -0.29048], [-2.36021, 3.42010, -1.36005], [-2.25737, 4.73810, 0.75003], [-1.28035, 3.42987, 1.48868], [-3.02389, 3.41443, 1.67872], [-1.26928, 0.82585, 1.83129], [-0.36140, 0.09773, 1.32153], [-0.43221, -0.11919, 0.06727], [0.72654, -0.55100, 2.12310], [1.67356, -1.42764, 1.31147], [2.79932, -0.53104, -0.04546], [3.06293, -1.80170, -1.49568], [1.97119, -2.22700, -2.25346], [2.14197, -3.11348, -3.30796], [3.40837, -3.59491, -3.60968], [4.50347, -3.18638, -2.86058], [4.33144, -2.29111, -1.81210], [2.06030, 1.15131, -0.68350], [1.41597, 1.26011, -1.91647], [0.83859, 2.45911, -2.30496], [0.90259, 3.56856, -1.46975], [1.55696, 3.47873, -0.25093], [2.13713, 2.27459, 0.13748], [4.52795, -0.07192, 0.76191], [5.47586, 0.60300, -0.01153], [6.69962, 0.98123, 0.52255], [6.99434, 0.70053, 1.85028], [6.06184, 0.04052, 2.63688], [4.84084, -0.34317, 2.09299], [0.19267, -1.13401, 2.88283], [1.24484, 0.24454, 2.66709], [1.10516, -2.19434, 0.78113], [2.34336, -1.95578, 1.99323], [0.97083, -1.85964, -2.04234], [1.28031, -3.39768, -3.89914], [3.54312, -4.28285, -4.43576], [5.49339, -3.55958, -3.09468], [5.19217, -1.97391, -1.23347], [1.32895, 0.40262, -2.57441], [0.31116, 2.51875, -3.24902], [0.42528, 4.49365, -1.76680], [1.60987, 4.34074, 0.40364], [2.64992, 2.21733, 1.09338], [5.24947, 0.84467, -1.04510], [7.42139, 1.50107, -0.09561], [7.94661, 0.99912, 2.27085], [6.28292, -0.17563, 3.67502], [4.12597, -0.85964, 2.72365]], "atomic_forces_ev_per_a": [[0.2, -0.1, -0.5], [0.0, -0.1, 0.0], [-0.3, -0.1, 0.1], [0.7, 0.8, 0.1], [-0.2, -0.3, 0.1], [-0.1, 0.0, 0.0], [-0.3, 0.3, 1.6], [0.2, -0.2, -1.1], [0.1, 0.0, -0.1], [0.0, -0.1, 0.1], [-0.2, 0.0, 0.1], [0.4, 0.0, 0.2], [0.2, -0.3, 0.9], [-0.2, 0.2, -0.6], [0.0, 0.0, 0.0], [0.0, 0.0, 0.0], [0.0, 0.0, -0.1], [0.2, 0.3, 0.3], [0.0, 0.0, 0.0], [0.0, 0.0, 0.0], [0.0, 0.0, 0.0], [0.1, -0.1, 0.1], [0.0, 0.0, 0.0], [0.0, 0.0, 0.0], [0.0, 0.0, 0.0], [0.0, 0.0, 0.0], [-0.5, 0.0, -0.2], [0.2, 0.1, -0.1], [-0.1, 0.1, 0.0], [0.1, 0.0, -0.5], [0.1, 0.1, 0.0], [0.0, -0.7, 0.1], [0.0, 0.1, 0.0], [0.0, 0.0, 0.0], [0.0, 0.0, 0.0], [0.0, 0.0, 0.0], [-0.4, -0.3, 0.0], [0.3, 0.2, -0.8], [-0.4, -0.1, 0.2], [-0.2, 0.1, 0.2], [0.0, 0.1, -0.1], [-0.1, -0.1, 0.1], [0.1, 0.0, 0.0], [0.0, 0.0, 0.1], [0.0, 0.0, 0.0], [0.0, 0.0, 0.0], [0.0, 0.0, 0.0], [-0.1, 0.0, 0.0], [0.1, 0.1, 0.0], [0.0, 0.0, 0.0], [0.0, 0.0, 0.0], [0.0, 0.0, 0.0], [0.0, 0.0, 0.0], [-0.1, 0.0, 0.0], [0.0, 0.0, 0.0], [0.0, 0.0, 0.0], [0.0, 0.0, 0.0], [0.0, 0.0, 0.0], [0.0, 0.0, 0.0], [0.0, 0.0, -0.1], [0.0, 0.0, 0.1], [0.0, 0.0, 0.0], [0.0, 0.0, 0.0], [0.0, 0.0, 0.0], [0.0, 0.0, 0.0], [0.0, 0.0, 0.0], [0.0, 0.0, 0.0], [0.0, 0.0, 0.0], [0.0, 0.0, 0.0], [0.0, 0.0, 0.0], [0.0, 0.0, 0.0], [0.0, 0.0, 0.0], [0.0, 0.0, 0.0], [0.0, 0.0, 0.0], [0.0, 0.0, 0.0], [0.0, 0.0, 0.0], [0.0, 0.0, 0.0], [0.0, 0.0, 0.0], [0.0, 0.0, 0.0]], "lowdin_charge": [1.37, 0.11, -0.44, 0.00, -0.46, 0.10, -0.22, 0.01, -0.04, -0.03, -0.17, -0.04, -0.21, 0.01, -0.03, -0.02, -0.13, -0.05, 0.12, 0.11, 0.11, -0.06, 0.12, 0.11, 0.11, 0.11, 0.11, -0.01, -0.27, -0.03, -0.09, -0.52, -0.12, 0.07, 0.06, 0.06, -0.07, -0.61, -0.14, -0.14, -0.23, 1.03, -0.26, -0.13, -0.10, -0.09, -0.10, -0.11, -0.28, -0.10, -0.08, -0.09, -0.09, -0.11, -0.27, -0.11, -0.09, -0.10, -0.10, -0.11, 0.13, 0.13, 0.07, 0.06, 0.05, 0.07, 0.10, 0.10, 0.09, 0.07, 0.10, 0.10, 0.10, 0.10, 0.11, 0.10, 0.10, 0.10, 0.09], "homo_ev": -3.54, "e_lumo_ha": 0.0485, "total_charge": -1, "total_energy_ha": -5089.47206, "largest_force_ev_per_a": 1.698, "homo_lumo_gap_ev": 4.86}